One molecule with the formula C4H5N3O in a non-equilibrium geometry, computed with ωB97M-V with the def2-TZVPD basis set.

Properties
Gap between HOMO and LUMO, hartree: 0.2933
HOMO energy, eV: -8.92
SMILES string: C/N=c1\nncco1

Structure (XYZ):
```
13
C4H5N3O (ωB97M-V with the def2-TZVPD basis set)
N 0.92596 1.48778 -0.11337
C -2.67207 0.24650 0.20534
C -0.36233 -0.40945 -0.12345
O 0.63871 -1.27550 -0.10743
H -3.65552 -0.30768 0.20212
N -0.29362 1.11326 -0.26922
H 2.75750 -1.53750 0.27617
C 1.91568 0.56466 0.25616
C 1.86639 -0.81033 -0.04186
H -2.60034 0.83500 -0.63570
N -1.58514 -0.86244 -0.00840
H -2.36737 0.72962 1.18732
H 2.93966 0.76609 0.78936
```

---

One molecule with the formula C4H5N3O in a non-equilibrium geometry, computed with ωB97M-V with the def2-TZVPD basis set.

Properties
Gap between HOMO and LUMO, hartree: 0.3795
HOMO energy, eV: -10.58
SMILES string: [H]/N=C(C#N)\C(=N\[H])OC

Structure (XYZ):
```
13
C4H5N3O (ωB97M-V with the def2-TZVPD basis set)
H 1.20550 1.18034 0.17698
C -0.65614 0.79272 0.56825
C -1.99029 1.28856 1.44608
H -0.04363 -2.05447 -0.18466
H -0.87287 1.95801 2.83445
H 0.58506 -0.60162 -1.01831
C -0.23144 -1.13164 -0.73484
N -1.81604 2.02955 2.45061
N 0.39631 1.42102 0.69716
N -4.09758 0.79250 0.03444
O -1.05875 -0.39943 -0.00007
C -3.21220 1.04021 0.72136
H -0.69447 -1.44525 -1.65254
```

---

One molecule with the formula C4H5N3O in a non-equilibrium geometry, computed with ωB97M-V with the def2-TZVPD basis set.

Properties
Gap between HOMO and LUMO, hartree: 0.2883
HOMO energy, eV: -8.23
SMILES string: C=C1C=NO/C1=N\N

Structure (XYZ):
```
13
C4H5N3O (ωB97M-V with the def2-TZVPD basis set)
N 0.33963 -1.26237 1.11131
H -0.80679 1.33541 -2.64410
N -0.09678 -1.13329 2.45041
N -1.11431 1.43649 -0.40805
H 0.95754 0.18626 -3.16134
H 0.59082 -1.86081 3.06996
H 1.96517 -1.37889 -1.93386
C 1.14089 -0.56844 -2.12486
O -0.63749 0.71593 0.69738
C -0.47792 1.19514 -1.42116
C 0.32307 -0.15273 0.33039
H -0.01300 -0.19858 3.00925
C 0.43169 0.00992 -1.11679
```

---

One molecule with the formula C4H5N3O in a non-equilibrium geometry, computed with ωB97M-V with the def2-TZVPD basis set.

Properties
Gap between HOMO and LUMO, hartree: 0.3597
HOMO energy, eV: -10.86
SMILES string: [H]/N=C1\N=CC(CO)=N1

Structure (XYZ):
```
13
C4H5N3O (ωB97M-V with the def2-TZVPD basis set)
H 2.01105 -1.73149 -0.24259
H -3.50628 -0.81940 -0.12685
C -0.63903 1.35069 -0.18998
O 2.52863 -0.89481 -0.41176
N -0.26036 -0.88644 0.04375
C 0.37783 0.19667 -0.01169
C 1.82201 0.17286 0.23390
C -1.64115 -0.57755 -0.10520
H -0.52694 2.45848 -0.20359
H 1.95022 0.18112 1.32997
N -1.79437 0.85375 -0.20165
H 2.29727 1.06680 -0.11619
N -2.61886 -1.37068 0.00189
```

---

One molecule with the formula C4H5N3O2 in a non-equilibrium geometry, computed with ωB97M-V with the def2-TZVPD basis set.

Properties
Gap between HOMO and LUMO, hartree: 0.3451
HOMO energy, eV: -9.27
SMILES string: [H]/N=C(/N)O/C(C#C)=N\O

Structure (XYZ):
```
14
C4H5N3O2 (ωB97M-V with the def2-TZVPD basis set)
N 0.48815 1.72244 -1.90703
C -1.20450 -0.43634 1.63053
C 0.59067 1.09608 -0.63593
H 1.30969 2.31166 -2.03288
H 1.00332 -2.72276 -1.11063
C -1.75827 -0.43992 2.68544
N -0.17018 -1.86625 0.22355
C -0.64193 -0.68944 0.37914
H -0.37350 2.17682 -2.00356
H -2.65826 -0.74543 3.52847
O 0.45550 -1.82221 -1.05216
H 1.70770 0.19346 0.83198
N 1.69129 0.82926 0.01667
O -0.43968 0.39263 -0.55361
```

---

One molecule with the formula C4H5N3O2 in a non-equilibrium geometry, computed with ωB97M-V with the def2-TZVPD basis set.

Properties
Gap between HOMO and LUMO, hartree: 0.2881
HOMO energy, eV: -7.62

Structure (XYZ):
```
14
C4H5N3O2 (ωB97M-V with the def2-TZVPD basis set)
H 0.50502 -2.02381 0.32706
H -0.93469 0.20566 -1.60852
O -3.81353 2.24535 1.19310
C 0.26719 2.26241 1.72017
C -0.10220 -0.16820 -0.97833
N -2.65323 1.99957 1.37561
H -1.30134 -1.64144 0.32973
H 1.14588 2.58822 2.09193
N 0.13912 0.10188 0.41235
O -1.95324 3.15920 1.77587
C -0.29934 -1.17129 0.09215
N -0.61050 3.22016 1.96233
H 0.85578 -0.20478 -1.46525
C 0.06732 0.93778 1.32984
```

---

One molecule with the formula C4H5N3O2S in a non-equilibrium geometry, computed with ωB97M-V with the def2-TZVPD basis set.

Properties
Gap between HOMO and LUMO, hartree: 0.3234
HOMO energy, eV: -8.88
SMILES string: C/C=N/C(=N\N=C=O)OS

Structure (XYZ):
```
15
C4H5N3O2S (ωB97M-V with the def2-TZVPD basis set)
C -0.46215 2.55027 -0.38700
H 2.56817 0.41798 -0.64171
O -1.64923 -1.53999 -0.03610
H 2.97162 -1.29163 0.19469
H -3.52447 -2.73100 -0.89796
N -2.04178 0.81210 -0.08223
O 0.38594 3.31949 -0.49140
N -1.53212 2.06485 -0.11980
C 1.11352 -0.53246 0.43101
S -3.32228 -1.80024 0.07610
H 0.97860 -1.29117 1.23676
N 0.16995 -0.00607 -0.20677
C 2.49663 -0.27553 0.21222
H 3.02010 0.46961 0.86051
C -1.17249 -0.16622 -0.14832
```

---

One molecule with the formula C4H5N3O7 in a non-equilibrium geometry, computed with ωB97M-V with the def2-TZVPD basis set.

Properties
Gap between HOMO and LUMO, hartree: 0.3333
HOMO energy, eV: -10.46
SMILES string: C=CCOC([N+](=O)[O-])([N+](=O)[O-])[N+](=O)[O-]

Structure (XYZ):
```
19
C4H5N3O7 (ωB97M-V with the def2-TZVPD basis set)
H 3.28356 0.80820 -2.47720
O -1.75218 -1.63188 2.18742
O -2.26293 1.89863 -0.30299
O -3.10813 -1.01759 -0.52767
C -1.31479 -0.01364 0.62803
O -0.09900 -0.30827 2.64883
O 0.08732 0.57658 -0.04749
N -2.17171 1.35183 0.72524
H 2.68725 -0.94868 -2.28874
C 2.09833 0.68921 -0.91088
O -1.20931 -1.65539 -1.11425
H 1.14093 -1.10731 -0.14766
C 2.71148 0.14582 -1.91821
N -1.03009 -0.67504 1.98365
H 2.20591 1.70562 -0.84287
O -2.57797 1.51245 1.81084
H 1.97412 -0.21476 0.99682
N -1.94044 -0.99125 -0.50646
C 1.27763 -0.12455 0.10360
```

---

One molecule with the formula C4H5N3OS in a non-equilibrium geometry, computed with ωB97M-V with the def2-TZVPD basis set.

Properties
Gap between HOMO and LUMO, hartree: 0.3350
HOMO energy, eV: -8.80
SMILES string: O=C(NS)n1cccn1

Structure (XYZ):
```
14
C4H5N3OS (ωB97M-V with the def2-TZVPD basis set)
O 0.56761 0.40873 -2.31899
H 1.89865 3.87207 -0.98064
C -0.92868 -2.19006 0.56967
N -0.38070 -0.04657 1.06961
H -0.22606 -2.01796 -1.56884
H 0.18001 1.89500 0.55319
H -1.01943 -1.26166 2.57549
N -0.09963 -0.31947 -0.23024
N 0.48862 2.15568 -0.35028
C -0.84671 -1.12769 1.54911
S 1.96940 2.81621 -0.05764
H -1.36327 -3.16722 0.94498
C 0.34122 0.64738 -1.17446
C -0.58102 -1.66445 -0.58095
```

---

One molecule with the formula C4H5N3S in a non-equilibrium geometry, computed with ωB97M-V with the def2-TZVPD basis set.

Properties
Gap between HOMO and LUMO, hartree: 0.2614
HOMO energy, eV: -7.74
SMILES string: S=CC1=CNN=CN1

Structure (XYZ):
```
13
C4H5N3S (ωB97M-V with the def2-TZVPD basis set)
H 1.55469 -0.11389 -2.34925
H -0.13148 -2.50502 1.39354
N 0.28780 1.52742 -1.57235
C 0.00567 -0.47666 0.39278
S -1.44684 -0.99634 2.64223
C -0.41976 -1.32367 1.45043
N -0.56726 0.84276 0.48027
N 1.20526 0.36314 -1.46225
C -0.57288 1.57792 -0.69724
H -0.89526 1.06034 1.65363
H 1.35187 -1.72852 -0.55321
C 0.90860 -0.68255 -0.51624
H -1.28041 2.45508 -0.86233
```

---

One molecule with the formula C4H5N3S in a non-equilibrium geometry, computed with ωB97M-V with the def2-TZVPD basis set.

Properties
Gap between HOMO and LUMO, hartree: 0.3234
HOMO energy, eV: -8.53
SMILES string: C=Nn1cc(S)cn1

Structure (XYZ):
```
13
C4H5N3S (ωB97M-V with the def2-TZVPD basis set)
H -1.81838 2.44162 -0.07212
N 2.03171 0.42934 -0.04599
C 2.42030 -0.76653 -0.11697
H 1.95512 -1.69403 -0.08160
H 3.51899 -1.03295 0.06621
C -0.23398 -0.41613 0.01559
H -3.07945 -1.51909 0.27339
C -1.10603 1.58897 0.01886
N 0.15919 1.79330 -0.07042
N 0.65478 0.57001 0.00639
S -3.17870 -0.22020 -0.08955
C -1.45779 0.24637 0.02985
H 0.13424 -1.42067 0.06637
```

---

One molecule with the formula C4H5N3S, computed with ωB97M-V with the def2-TZVPD basis set.

Properties
Gap between HOMO and LUMO, hartree: 0.2764
HOMO energy, eV: -8.52
SMILES string: C=C1C(=S)N=CN1N

Structure (XYZ):
```
13
C4H5N3S (ωB97M-V with the def2-TZVPD basis set)
H 0.12950 2.71579 -0.05671
N 1.45736 1.37079 0.88513
C 1.45297 -0.02760 0.94772
H -1.38950 0.29702 -1.88962
H -1.06064 -1.99763 -0.58187
C 0.40089 1.68486 0.19440
C -0.14372 -1.77864 -0.02824
N -0.34968 0.64198 -0.25221
H -2.27432 0.37898 -0.50669
H 0.43368 -2.59506 0.38889
C 0.27327 -0.52897 0.19748
N -1.49796 0.78805 -1.00245
S 2.56814 -0.94958 1.70416
```

---

One molecule with the formula C4H5N3S in a non-equilibrium geometry, computed with ωB97M-V with the def2-TZVPD basis set.

Properties
Gap between HOMO and LUMO, hartree: 0.2981
HOMO energy, eV: -8.69
SMILES string: Cn1nnccc1=S

Structure (XYZ):
```
13
C4H5N3S (ωB97M-V with the def2-TZVPD basis set)
C 0.29530 -1.71128 0.19344
H -1.85406 1.81513 -0.68428
C 1.60610 -1.35190 -0.03446
C -1.10460 1.76995 0.04748
N 2.13413 -0.02457 -0.29042
H -0.29963 2.59542 0.13742
H 2.48139 -1.97713 -0.25210
H -1.43846 1.72815 1.25481
S -2.40188 -0.82838 -0.25855
C -0.69675 -0.64041 -0.01599
N 1.31446 0.91415 -0.28673
H 0.00702 -2.86934 0.24518
N -0.04302 0.58020 -0.05581
```

---

One molecule with the formula C4H5N5 in a non-equilibrium geometry, computed with ωB97M-V with the def2-TZVPD basis set.

Properties
Gap between HOMO and LUMO (spin up / spin down), hartree: 0.2686 / 0.2685
HOMO energy (spin up / spin down), eV: -7.74 / -7.73

Structure (XYZ):
```
14
C4H5N5 (ωB97M-V with the def2-TZVPD basis set)
C -0.22032 -0.59430 2.60919
H 2.42626 1.37252 -1.23811
C -1.70755 0.49714 -0.44200
C 0.45347 1.08343 -0.94613
N 2.03433 -0.70407 -1.53070
N -1.62383 0.01154 0.88932
H -2.41531 -0.23111 1.32082
N 1.60401 0.61512 -1.12337
H 2.02628 -1.30170 -0.63657
H 1.31989 -1.11613 -2.06701
C -0.41260 -0.03501 1.39383
H -2.78407 0.66892 -0.70135
N -0.73389 0.85982 -1.13953
N 0.03333 -1.12618 3.61163
```

---

One molecule with the formula C4H5N5O2 in a non-equilibrium geometry, computed with ωB97M-V with the def2-TZVPD basis set.

Properties
Gap between HOMO and LUMO, hartree: 0.3358
HOMO energy, eV: -9.21
SMILES string: CN1N=CN(C#N)[C@@H]1[N+](=O)[O-]

Structure (XYZ):
```
16
C4H5N5O2 (ωB97M-V with the def2-TZVPD basis set)
N -3.50332 -1.31250 0.60555
H 2.41569 -0.25774 1.54131
C -0.36000 0.37180 0.30358
N 0.93312 -0.07607 -0.06109
H 1.75650 1.38019 0.91673
H 3.00555 0.61563 0.07564
N 0.89233 -1.30154 -0.66502
C -2.50646 -1.00681 0.12233
O -0.07681 2.56526 -0.10784
O -1.05406 1.54084 -1.68764
C -0.32122 -1.71352 -0.82355
N -1.31279 -0.83643 -0.35775
N -0.63153 1.60735 -0.58328
H -0.61060 0.66684 1.26303
H -0.65883 -2.68675 -1.21320
C 2.03243 0.44345 0.67121
```

---

One molecule with the formula C4H5NO, computed with ωB97M-V with the def2-TZVPD basis set.

Properties
Gap between HOMO and LUMO, hartree: 0.3923
HOMO energy, eV: -9.83
SMILES string: C#CCC(N)=O

Structure (XYZ):
```
11
C4H5NO (ωB97M-V with the def2-TZVPD basis set)
N 0.71084 -1.05517 0.93679
H -0.90153 -0.44583 -1.49742
C -0.11103 0.15365 -1.03200
H 0.40884 0.66508 -1.84667
C -1.42119 1.69550 0.69448
H -0.03335 -0.62290 1.46047
O 1.81875 -1.27304 -1.02966
H 1.34667 -1.68723 1.39750
C -0.78633 1.06241 -0.10855
H -1.94506 2.29586 1.40317
C 0.91340 -0.78832 -0.37811
```

---

C4H5NO as an isolated structure, computed with ωB97M-V with the def2-TZVPD basis set.

Properties
Gap between HOMO and LUMO (spin up / spin down), hartree: 0.2933 / 0.2968
HOMO energy (spin up / spin down), eV: -7.43 / -7.44

Structure (XYZ):
```
11
C4H5NO (ωB97M-V with the def2-TZVPD basis set)
C -0.69515 -0.93990 1.35921
H 0.93692 1.82326 -0.33228
H -0.67075 1.24444 1.68135
O 1.30881 -0.16702 0.25399
H -1.43330 0.04525 -1.03492
C 0.48073 0.86206 -0.11486
C -0.35388 -0.07573 -0.95492
N -0.83492 0.25552 1.60558
C 0.25790 -1.07768 0.04245
H 0.11137 -0.23220 -1.93287
H 0.57643 -2.08976 -0.19420
```

---

One molecule with the formula C4H5NO, computed with ωB97M-V with the def2-TZVPD basis set.

Properties
Gap between HOMO and LUMO, hartree: 0.4017
HOMO energy, eV: -10.06
SMILES string: C#CCNC=O

Structure (XYZ):
```
11
C4H5NO (ωB97M-V with the def2-TZVPD basis set)
C -0.09390 -0.06403 -1.54370
C 0.70877 0.06967 -2.43274
H 0.63392 1.05306 2.46078
O 0.93586 -0.86123 1.83228
H -0.76748 1.49881 0.75147
C -0.77280 -0.41112 -0.27429
C 0.39736 0.22154 1.76318
H -1.84011 -0.67852 -0.31553
H -0.20456 -1.30065 0.00598
H 1.56113 -0.04424 -3.08092
N -0.55820 0.51671 0.83350
```

---

One molecule with the formula C4H5NO, computed with ωB97M-V with the def2-TZVPD basis set.

Properties
Gap between HOMO and LUMO, hartree: 0.3935
HOMO energy, eV: -9.84
SMILES string: C#CCC(N)=O

Structure (XYZ):
```
11
C4H5NO (ωB97M-V with the def2-TZVPD basis set)
H 1.02660 1.59992 -0.28649
N -0.13638 -1.32376 -0.86536
H 1.49986 0.52842 1.01702
H -0.98735 -1.19154 -0.34301
H -2.65294 1.04803 1.76010
O 1.93545 -0.56887 -1.40289
C -0.58315 0.83159 0.84582
C 0.90475 -0.46256 -0.76548
H -0.06555 -2.07916 -1.52818
C 0.74145 0.68378 0.24081
C -1.68274 0.93414 1.32767
```

---

C4H5NO as an isolated structure in a non-equilibrium geometry, computed with ωB97M-V with the def2-TZVPD basis set.

Properties
Gap between HOMO and LUMO, hartree: 0.3811
HOMO energy, eV: -9.40

Structure (XYZ):
```
11
C4H5NO (ωB97M-V with the def2-TZVPD basis set)
C -1.15338 -0.79970 0.24388
O 0.24873 -1.16757 0.18804
H -1.54202 -1.08514 1.23333
H 1.36810 1.60157 -0.41161
C 0.92272 -0.04624 -0.06180
H -2.11477 1.24656 -0.03675
C 0.11468 1.14752 -0.19705
N 2.16293 0.23677 -0.23202
H -1.69050 -1.38829 -0.51622
H 2.88435 -0.46292 -0.20377
C -1.16064 0.71225 -0.01791
```